P) 14
Properties=species:S:1:pos:R:3 method="wB97M-V/def2-TZVPD" total_charge=-1 e_homo_ev=-2.229 homo_lumo_gap_ev=6.4
C -2.6269 -0.1902 1.0477
O -2.0597 0.5786 0.1019
H -1.8837 -0.8271 1.6127
H -3.1422 0.3680 1.8774
H -3.4244 -0.9091 0.7156
C 0.9094 0.5925 0.3058
C 1.6869 0.4335 -0.9626
C 2.0913 -0.7124 -1.4935
H 1.0091 -0.3461 0.8564
H 1.2285 1.4473 0.8975
H -0.1749 0.6664 0.0355
H 1.7892 1.3168 -1.5922
H 2.7331 -0.7493 -2.3645
H 1.8641 -1.6687 -1.0376


Q) 14
Properties=species:S:1:pos:R:3 method="wB97M-V/def2-TZVPD" total_charge=-1 e_homo_ev=-2.212 homo_lumo_gap_ev=6.3
C 1.9538 -1.3287 1.3156
O 1.3740 -1.8442 0.1847
H 1.9370 -0.2203 1.4955
H 1.5213 -1.5864 2.3864
H 3.1228 -1.6531 1.3297
C -1.5914 0.7502 0.2018
C -1.0588 0.1704 -1.0120
C -0.5909 1.0027 -1.9726
H -0.8644 1.4316 0.6786
H -2.5202 1.3939 -0.0129
H -1.6260 -0.0742 1.0588
H -0.7512 -0.8845 -0.8430
H -0.7503 0.8152 -3.0595
H -0.1556 2.0274 -1.7511


R) 14
Properties=species:S:1:pos:R:3 method="wB97M-V/def2-TZVPD" total_charge=-1 e_homo_ev=-2.234 homo_lumo_gap_ev=6.5
C -2.2606 -0.2870 -1.4467
O -1.0346 -0.9895 -1.0359
H -2.5613 -0.4473 -2.5025
H -2.2182 0.8423 -1.3371
H -3.0593 -0.7083 -0.7185
C 1.4042 -0.9711 0.6559
C 1.5981 0.4497 1.1763
C 0.7110 1.4499 0.6998
H 1.4098 -1.7393 1.4679
H 2.1187 -1.2447 -0.1303
H 0.4715 -0.7980 0.1145
H 2.2328 0.7017 2.0407
H 0.9136 2.3573 1.2634
H 0.2742 1.3844 -0.2477


Which structure wins on stability? P) wins.


P) 27
Properties=species:S:1:pos:R:3 method="wB97M-V/def2-TZVPD" total_charge=-1 e_homo_ev="0.886 / -2.730" spin_multiplicity=2 homo_lumo_gap_ev="3.0 / 6.5"
C -1.5204 2.9765 -0.7380
C -0.7782 -0.6628 -0.5808
C -0.4858 0.6252 -1.1732
C -1.4172 1.5129 -0.5439
C -2.2095 0.8104 0.3778
C -0.0585 -1.7904 -0.8575
C 0.9358 -1.6512 -1.7968
C 0.5410 0.7156 -2.1070
C 1.3220 -0.3965 -2.3247
N -1.8805 -0.5155 0.3645
H -2.3848 -1.3075 0.7546
H -0.2985 -2.7364 -0.3688
H -3.0955 1.2084 0.9545
H 1.5379 -2.5300 -1.9942
H 0.7049 1.5785 -2.5918
H -2.5837 3.3007 -0.7612
H -1.0970 3.3399 -1.7371
H 2.2716 -0.3071 -2.9806
H -1.0766 3.5794 0.0915
C 0.7352 -0.7547 2.3329
C 2.1721 -1.2646 2.1966
H 0.0575 -1.5592 2.2455
H 0.4795 -0.1139 3.2036
H 0.5274 0.0527 1.6392
H 2.6955 -1.5970 3.1471
H 2.8238 -0.4898 1.8234
H 2.0821 -2.0235 1.4241


Q) 27
Properties=species:S:1:pos:R:3 method="wB97M-V/def2-TZVPD" total_charge=-1 e_homo_ev="1.188 / -4.573" spin_multiplicity=2 homo_lumo_gap_ev="2.0 / 7.7"
C 1.8599 0.3431 0.1454
C -0.5032 1.0552 -0.8314
C 0.9493 1.1000 -0.8104
C -0.9119 2.0385 -1.7491
C 1.3088 2.0139 -1.7439
C -2.7809 0.7661 -0.1495
C -3.1784 1.6415 -1.1869
C -1.4456 0.4996 0.0469
C -2.2697 2.2858 -1.9918
N 0.1916 2.5616 -2.3505
H -3.6005 0.3885 0.4452
H -4.2373 1.7798 -1.3633
H -1.1551 -0.1963 0.8275
H -2.5825 2.9566 -2.7888
H 2.5699 1.0946 0.5030
H 2.2506 -0.5629 -0.3051
H 2.2659 2.3178 -2.1271
H 0.2097 3.0462 -3.2425
H 1.2668 0.1384 1.0347
C 1.4308 -3.8915 2.0700
C 1.0350 -2.4595 2.4097
H 0.9882 -4.1708 1.0997
H 2.4773 -3.9899 1.7855
H 1.0457 -4.6129 2.7785
H 0.1976 -2.0466 1.8386
H 1.8427 -1.7615 2.1948
H 0.7751 -2.3352 3.4610


R) 27
Properties=species:S:1:pos:R:3 method="wB97M-V/def2-TZVPD" total_charge=-1 e_homo_ev="0.713 / -3.055" spin_multiplicity=2 homo_lumo_gap_ev="3.2 / 6.8"
C 0.0632 0.4616 2.8506
C -1.2023 1.2604 2.3344
H 0.5971 0.2174 1.8596
H 0.6766 1.1702 3.3315
H -0.4743 -0.3144 3.4481
H -1.2520 1.8490 1.5147
H -1.4469 1.9878 3.1844
H -2.0589 0.6444 2.3343
C 3.0023 0.0870 -1.1518
C -0.6533 0.2580 -0.7106
C 0.5249 -0.5226 -0.6513
C 1.5783 0.3934 -1.0559
C 1.1026 1.6840 -1.2658
C -1.9051 -0.2090 -0.2538
C -1.9834 -1.5312 0.1155
C 0.3720 -1.9383 -0.3923
C -0.8378 -2.3760 -0.0753
N -0.2674 1.5465 -1.1631
H -0.9403 2.3007 -1.3486
H -2.6829 0.5538 -0.1725
H 1.4248 2.6778 -1.7152
H -3.0001 -1.8295 0.5250
H 1.3502 -2.4212 -0.1073
H 3.4455 -0.6972 -1.7820
H 3.4306 0.0121 -0.1629
H -1.0775 -3.3302 0.4369
H 3.5112 0.9499 -1.6667


Which structure wins on stability? Q) wins.


P) 44
Properties=species:S:1:pos:R:3 method="wB97M-V/def2-TZVPD" e_homo_ev=-7.961 smiles="CCN(CC)C(=O)CSc1ncccc1-c1nc2ccccc2[nH]1" homo_lumo_gap_ev=8.4
C -3.2890 -0.1768 -2.2414
C -3.5024 1.2091 -1.6397
N -3.2011 1.2530 -0.2170
C -4.2872 1.1098 0.7284
C -4.5949 -0.3483 1.0730
C -1.8988 1.3221 0.1246
O -1.0129 1.4348 -0.7018
C -1.5706 1.2848 1.6157
S 0.1653 0.7861 1.7758
C 0.0604 -0.7546 0.9212
N -1.1423 -1.3007 0.8865
C -1.2907 -2.4910 0.3306
C -0.2331 -3.2203 -0.1852
C 1.0233 -2.6392 -0.1732
C 1.1937 -1.3626 0.3589
C 2.4981 -0.7344 0.2691
N 3.6219 -1.4052 0.2344
C 4.6083 -0.4705 0.0929
C 5.9895 -0.6205 0.0070
C 6.7475 0.5196 -0.1476
C 6.1643 1.7882 -0.2167
C 4.7983 1.9625 -0.1323
C 4.0278 0.8215 0.0254
N 2.6828 0.6167 0.1457
H -3.9611 -0.9072 -1.7995
H -2.2643 -0.4944 -2.0676
H -3.4659 -0.1421 -3.3130
H -4.5338 1.5374 -1.7833
H -2.8313 1.9153 -2.1367
H -4.0433 1.6653 1.6368
H -5.1738 1.5770 0.2897
H -5.2860 -0.3918 1.9110
H -3.6816 -0.8752 1.3367
H -5.0510 -0.8546 0.2269
H -2.1757 0.5767 2.1736
H -1.6403 2.2821 2.0514
H -2.3045 -2.8701 0.3153
H -0.3912 -4.2024 -0.6009
H 1.8861 -3.1388 -0.5853
H 6.4377 -1.5997 0.0591
H 7.8223 0.4379 -0.2186
H 6.8018 2.6515 -0.3390
H 4.3470 2.9419 -0.1851
H 1.9508 1.3071 0.0945


Q) 44
Properties=species:S:1:pos:R:3 method="wB97M-V/def2-TZVPD" e_homo_ev=-7.863 smiles=COc1ccc(-c2csc(Cc3nnc4n3CCCCC4)n2)cc1 homo_lumo_gap_ev=8.3
C 3.4802 4.5780 4.6776
O 3.6522 3.1815 4.6952
C 2.8090 2.4124 3.9549
C 1.7698 2.8947 3.1650
C 0.9762 2.0143 2.4558
C 1.1938 0.6398 2.5123
C 0.3298 -0.2462 1.7475
C 0.4617 -1.5993 1.5907
S -0.7918 -2.2321 0.6032
C -1.4311 -0.5929 0.4586
C -2.6403 -0.2917 -0.3586
C -2.2549 0.0040 -1.7686
N -2.1344 1.2004 -2.2671
N -1.7567 1.0854 -3.5504
C -1.6513 -0.1821 -3.8283
N -1.9609 -0.9307 -2.7262
C -1.9505 -2.3656 -2.6542
C -0.5518 -2.9353 -2.9012
C -0.1576 -2.9655 -4.3775
C 0.0479 -1.5881 -5.0083
C -1.2393 -0.7638 -5.1271
N -0.7487 0.2764 1.0936
C 2.2376 0.1625 3.3075
C 3.0313 1.0343 4.0164
H 4.2545 4.9782 5.3304
H 3.6100 4.9865 3.6703
H 2.4973 4.8668 5.0635
H 1.5697 3.9521 3.0937
H 0.1714 2.3853 1.8407
H 1.2076 -2.2599 1.9815
H -3.1072 0.6092 0.0409
H -3.3444 -1.1259 -0.3188
H -2.2996 -2.6613 -1.6627
H -2.6499 -2.7636 -3.3992
H -0.5303 -3.9547 -2.5116
H 0.1755 -2.3485 -2.3359
H 0.7757 -3.5261 -4.4679
H -0.9209 -3.5094 -4.9407
H 0.4564 -1.7308 -6.0108
H 0.7816 -1.0228 -4.4298
H -1.0853 0.0697 -5.8125
H -2.0426 -1.3921 -5.5240
H 2.4272 -0.8976 3.3769
H 3.8390 0.6748 4.6344


Which structure wins on stability? P) wins.


P) 16
Properties=species:S:1:pos:R:3 method="wB97M-V/def2-TZVPD" total_charge=-1 e_homo_ev=-2.843 homo_lumo_gap_ev=6.7
C 0.4088 -0.7926 -1.3737
C 0.0187 -0.8442 -2.6452
C 0.9238 -2.7977 -0.4020
N 1.3439 -1.6922 -0.8284
H 0.0875 -0.0171 -0.6569
H 0.3688 -1.6052 -3.3315
H -0.6899 -0.1272 -3.0234
H 1.6424 -3.4767 0.0476
H -0.1250 -3.0904 -0.4406
N -0.4210 2.2030 2.7358
C -0.7156 2.2245 1.2619
O -0.5968 1.0382 0.6502
H 0.5242 1.8392 2.8231
H -1.0291 1.4939 3.1365
H -1.7361 2.6602 1.1861
H -0.0048 2.9843 0.8605


Q) 16
Properties=species:S:1:pos:R:3 method="wB97M-V/def2-TZVPD" total_charge=-1 e_homo_ev=-3.228 homo_lumo_gap_ev=7.3
N 2.9074 1.5988 -0.1911
C 2.1871 0.6309 0.7229
O 1.5436 -0.3210 -0.0110
H 3.8567 1.8205 0.0647
H 2.8751 1.1834 -1.1064
H 2.8715 0.2534 1.5137
H 1.4713 1.2757 1.2964
C -2.8998 -0.6766 -0.3013
C -2.4000 -1.4890 -1.2815
C -0.9652 0.0441 0.6501
N -2.2231 0.3137 0.4222
H -3.9226 -0.8758 -0.0042
H -1.3916 -1.3132 -1.6256
H -3.1118 -2.2251 -1.7074
H -0.1149 0.5286 0.1947
H -0.6836 -0.7483 1.3638


Which structure wins on stability? P) wins.


P) 8
Properties=species:S:1:pos:R:3 method="wB97M-V/def2-TZVPD" e_homo_ev="-5.366 / -10.244" spin_multiplicity=3 homo_lumo_gap_ev="6.3 / 7.9"
C 0.2747 -0.2477 0.5116
C -0.1293 -0.2983 -0.9874
N 1.2954 -0.4702 1.1536
P -1.4296 0.2955 0.2890
H 0.0768 0.4058 -1.7193
H -0.5564 -1.2093 -1.3587
H 1.3438 -0.0420 2.1104
H -0.8755 1.5662 0.0008


Q) 8
Properties=species:S:1:pos:R:3 method="wB97M-V/def2-TZVPD" e_homo_ev="-7.067 / -10.400" spin_multiplicity=3 homo_lumo_gap_ev="7.7 / 8.1"
C -1.2594 -0.4362 0.2355
C -2.3731 -0.8641 -0.4448
N -1.4150 -0.4300 -1.1548
P 2.5804 0.2559 0.4558
H 1.7336 0.7689 -0.5965
H -3.4091 -1.1650 -0.5442
H 1.3663 0.2482 1.1797
H 2.7763 1.6223 0.8693


Which structure wins on stability? P) wins.